Density functional theory data (ωB97M-V/def2-TZVPD) for a structure of composition C45H63N2O3SeZn.

CARTESIAN COORDINATES (ANGSTROEM)
Zn  -0.3630  1.6314  -0.1163
C  0.4100  -5.4751  -1.5956
C  0.1684  -4.6794  -2.8850
C  -1.2411  -4.9693  -3.4209
C  1.1839  -5.1562  -3.9280
C  0.2647  -3.1865  -2.5993
C  -0.5119  -2.6263  -1.5974
C  -0.4805  -1.2693  -1.3556
Se  -1.6977  -0.5258  -0.0494
C  -0.8864  -1.0283  1.6177
C  -1.2072  -2.2602  2.1551
C  -0.6978  -2.6446  3.3794
C  0.1504  -1.7365  4.0167
C  0.4507  -0.4785  3.5313
C  -0.1024  -0.0588  2.2814
O  0.0935  1.1166  1.7838
C  1.3327  0.4847  4.3216
C  1.8767  -0.1085  5.6281
C  2.5320  0.8948  3.4581
C  0.5105  1.7359  4.6606
C  -1.0280  -3.9780  4.0348
C  -1.5693  -3.7441  5.4531
C  0.2429  -4.8347  4.1061
C  -2.0815  -4.7655  3.2513
C  0.2945  -0.3590  -2.1129
O  0.2796  0.9097  -1.8710
C  1.0696  -0.9401  -3.1627
C  1.0336  -2.3095  -3.3598
C  1.8494  -0.0264  -4.1027
C  0.8449  0.9110  -4.7887
C  2.6227  -0.7807  -5.1922
C  2.8588  0.8119  -3.3076
H  0.3412  -6.5455  -1.7875
H  1.4015  -5.2567  -1.2029
H  -0.3195  -5.2205  -0.8326
H  -1.3530  -6.0251  -3.6673
H  -1.9942  -4.7013  -2.6853
H  -1.4241  -4.3809  -4.3182
H  1.0957  -6.2346  -4.0586
H  1.0070  -4.6887  -4.8938
H  2.2006  -4.9362  -3.6102
H  -1.1574  -3.2338  -0.9760
H  -1.8638  -2.8951  1.5805
H  0.5886  -2.0404  4.9549
H  2.4842  -0.9915  5.4338
H  2.5092  0.6330  6.1167
H  1.0746  -0.3688  6.3161
H  3.1390  0.0231  3.2117
H  2.1708  1.3445  2.5400
H  3.1524  1.6201  3.9844
H  -0.3672  1.4664  5.2476
H  1.1130  2.4417  5.2323
H  0.1826  2.2145  3.7423
H  -0.8125  -3.3064  6.0990
H  -2.4204  -3.0670  5.4265
H  -1.8897  -4.6864  5.8981
H  1.0262  -4.3266  4.6629
H  0.0344  -5.7883  4.5908
H  0.6105  -5.0291  3.1008
H  -3.0194  -4.2165  3.1958
H  -1.7358  -4.9734  2.2412
H  -2.2683  -5.7201  3.7444
H  1.6310  -2.7164  -4.1573
H  0.1106  0.3317  -5.3472
H  0.3251  1.5008  -4.0401
H  1.3548  1.5875  -5.4753
H  1.9569  -1.3548  -5.8332
H  3.1470  -0.0603  -5.8198
H  3.3657  -1.4488  -4.7599
H  2.3272  1.4267  -2.5893
H  3.5558  0.1662  -2.7734
H  3.4243  1.4617  -3.9759
N  6.0862  1.7479  0.0177
C  4.7189  1.8758  0.0426
C  3.8860  0.7595  0.1044
C  2.5189  0.9353  0.0700
N  1.9309  2.1206  -0.0206
C  2.7189  3.1838  -0.0879
C  4.0971  3.1209  -0.0577
H  6.4532  0.8713  0.3514
H  6.6235  2.5626  0.2677
H  4.3118  -0.2301  0.1754
H  1.8716  0.0736  0.1191
H  2.2298  4.1403  -0.1785
H  4.6913  4.0208  -0.1146
C  -0.0130  5.3144  -0.3699
C  -1.3731  5.5635  0.2749
C  -1.4235  4.9740  1.6850
C  -2.5024  5.0389  -0.5835
C  -3.3783  5.9719  -1.1102
C  -4.4781  5.6063  -1.8601
C  -4.7079  4.2571  -2.0530
C  -3.8601  3.2852  -1.5545
C  -4.2579  1.8412  -1.7716
C  -3.2241  1.0722  -2.5929
C  -4.5402  1.1787  -0.4225
C  -2.6928  3.6506  -0.8206
O  -1.8816  2.7414  -0.3426
H  0.7764  5.6787  0.2906
H  0.0638  5.8313  -1.3261
H  0.1118  4.2466  -0.5402
H  -1.5027  6.6528  0.3658
H  -1.3050  3.8944  1.6410
H  -2.3832  5.2013  2.1474
H  -0.6272  5.3935  2.3020
H  -3.1947  7.0240  -0.9225
H  -5.1498  6.3535  -2.2639
H  -5.5857  3.9454  -2.6082
H  -5.1976  1.8348  -2.3438
H  -2.2312  1.2220  -2.1844
H  -3.2156  1.4238  -3.6231
H  -3.4526  0.0053  -2.5885
H  -3.7249  1.3818  0.2661
H  -4.6418  0.0986  -0.5382
H  -5.4568  1.5796  0.0089

Output
LUMO energy in eV: 2.33
Kohn-Sham gap in eV: 6.906
Total charge: -1
E_HOMO in eV: -4.58